Record 1
ORCA calculation (the ωB97M-V functional and the def2-TZVPD basis) on a structure of composition C30H27ClIN5O2STa.

The orbital gap comes out at 6.24 eV. As for the charge: +3. The LUMO energy is -0.36420 Eh. For the energy relative to the best compared isomer or geometry (same formula, charge and spin), the calculation gives 0.00 kcal/mol.

Last column: Löwdin charge in e.
Positions of all 68 atoms, in Å:
Ta: 0.012 1.008 0.302  1.72
N: 0.273 1.828 2.590  0.04
C: -0.396 0.936 3.529  -0.23
C: -0.337 1.145 4.883  0.03
C: -0.980 0.274 5.777  -0.01
C: -1.676 -0.801 5.299  0.03
C: -1.758 -1.038 3.908  -0.12
C: -2.465 -2.134 3.374  0.07
C: -2.515 -2.309 2.012  0.01
C: -1.863 -1.399 1.188  -0.11
N: -1.168 -0.351 1.643  -0.06
C: -1.110 -0.156 3.007  -0.16
H: -0.096 2.773 2.691  0.13
H: 1.261 1.900 2.834  0.13
H: 0.216 1.994 5.271  0.14
H: -0.914 0.462 6.840  0.13
H: -2.172 -1.485 5.976  0.14
H: -2.964 -2.824 4.043  0.15
H: -3.050 -3.136 1.569  0.13
H: -1.913 -1.520 0.115  0.07
C: -1.949 -2.324 -4.125  -0.04
C: -0.767 -1.382 -4.355  -0.21
N: 0.380 -1.691 -3.489  -0.07
C: 1.351 -2.693 -3.989  -0.15
C: 1.193 -4.058 -3.323  -0.05
C: 0.545 -1.155 -2.303  -0.55
S: -0.758 -0.027 -1.774  0.76
N: 1.645 -1.474 -1.620  0.16
C: 2.136 -1.038 -0.505  -0.29
O: 1.461 -0.102 0.200  -0.22
C: 3.386 -1.542 -0.009  -0.14
C: 3.871 -1.124 1.243  0.00
C: 5.071 -1.607 1.714  -0.03
C: 5.805 -2.507 0.945  0.00
C: 5.334 -2.927 -0.297  -0.02
C: 4.134 -2.452 -0.776  0.02
H: -2.769 -2.035 -4.780  0.10
H: -2.299 -2.267 -3.093  0.06
H: -1.683 -3.355 -4.351  0.08
H: -1.071 -0.351 -4.189  0.08
H: -0.427 -1.462 -5.385  0.13
H: 2.355 -2.308 -3.828  0.12
H: 1.189 -2.782 -5.060  0.13
H: 1.347 -3.993 -2.247  0.07
H: 1.938 -4.739 -3.733  0.10
H: 0.209 -4.483 -3.517  0.08
H: 3.289 -0.425 1.830  0.11
H: 5.446 -1.290 2.678  0.12
H: 6.751 -2.881 1.316  0.13
H: 5.917 -3.623 -0.884  0.13
H: 3.763 -2.764 -1.741  0.11
Cl: -3.065 7.120 -1.332  0.84
C: -1.989 5.828 -1.063  -0.58
C: -0.667 5.948 -1.419  -0.12
C: 0.243 4.896 -1.224  -0.62
I: 2.244 5.078 -1.767  1.06
C: -0.193 3.717 -0.660  -0.38
O: 0.545 2.608 -0.443  -0.28
C: -1.538 3.582 -0.272  -0.16
N: -1.868 2.369 0.288  -0.03
C: -3.141 2.187 0.653  -0.08
C: -4.117 3.162 0.501  0.01
C: -3.788 4.381 -0.059  0.06
C: -2.466 4.621 -0.467  -0.14
H: -0.322 6.872 -1.862  0.12
H: -3.388 1.226 1.088  0.12
H: -5.128 2.953 0.822  0.13
H: -4.539 5.149 -0.189  0.12

***

Record 2
ORCA calculation (the ωB97M-V functional and the def2-TZVPD basis) on a structure of composition C12H21BBr2Cl4NO4P.

The orbital gap comes out at 8.89 eV. As for the charge: 0. The LUMO energy is 0.00364 Eh.

Last column: Löwdin charge in e.
Positions of all 46 atoms, in Å:
C: -3.918 -3.171 -0.925  -0.11
C: -3.422 -1.777 -1.298  -0.29
C: -2.247 -1.324 -0.412  -0.24
C: -1.133 -0.479 -1.057  -0.53
O: -0.019 -0.423 -0.124  -0.05
C: -0.039 0.511 0.881  -0.34
O: -0.986 0.633 1.608  0.14
B: 1.339 1.338 1.079  -0.56
O: 2.495 0.770 0.612  0.16
N: 1.318 2.618 1.729  -0.07
C: 0.938 3.692 0.771  -0.05
C: 2.628 2.932 2.328  -0.08
C: -1.593 0.947 -1.409  -0.66
Br: -3.314 1.478 -0.838  0.85
C: -0.835 1.850 -2.033  -0.78
C: 0.574 1.650 -2.506  -0.14
Br: -1.466 3.581 -2.436  0.75
P: -0.481 -1.420 -2.594  0.96
C: -0.573 -3.160 -2.062  -0.25
O: 1.159 -1.304 -2.432  -0.32
H: -4.185 -3.201 0.134  0.08
H: -4.807 -3.439 -1.496  0.07
H: -3.173 -3.948 -1.089  0.06
H: -4.257 -1.099 -1.118  0.06
H: -3.206 -1.695 -2.366  0.09
H: -1.762 -2.190 0.033  0.10
H: -2.632 -0.745 0.425  0.08
H: 2.560 -0.160 0.862  0.08
H: 1.377 4.628 1.113  0.09
H: -0.144 3.809 0.744  0.09
H: 1.320 3.515 -0.239  0.08
H: 2.500 3.763 3.024  0.09
H: 3.372 3.224 1.580  0.09
H: 3.018 2.073 2.868  0.06
H: 0.548 1.176 -3.494  0.08
H: 1.147 1.022 -1.830  0.06
H: 1.061 2.611 -2.644  0.06
H: -1.499 -3.577 -2.451  0.03
H: -0.474 -3.335 -0.996  0.05
H: 0.256 -3.641 -2.582  0.04
H: 1.512 -0.793 -3.169  0.04
C: 3.413 -1.389 4.767  -2.05
Cl: 2.396 -1.337 3.316  0.57
Cl: 5.064 -1.803 4.306  0.53
Cl: 3.392 0.192 5.547  0.54
Cl: 2.778 -2.606 5.871  0.54

***

Record 3
ORCA calculation (the ωB97M-V functional and the def2-TZVPD basis) on a cluster of 10 separate species, H19O10 in total.

The orbital gap comes out at 10.16 eV. As for the charge: -1. The LUMO energy is 0.11743 Eh. For the energy relative to the best compared isomer or geometry (same formula, charge and spin), the calculation gives 67.40 kcal/mol.

Last column: Löwdin charge in e.
Positions of all 29 atoms, in Å:
O: 24.224 40.477 53.490  -0.41
H: 24.949 40.612 52.847  0.01
O: 22.001 38.249 52.073  -0.04
H: 21.626 38.842 52.645  -0.06
H: 22.948 38.171 52.124  -0.03
O: 21.485 40.855 53.405  -0.13
H: 20.939 41.236 52.595  0.11
H: 22.448 40.845 53.350  -0.04
O: 27.776 39.235 51.889  0.02
H: 28.427 38.516 51.781  0.06
H: 27.189 38.936 52.416  -0.13
O: 23.866 42.037 51.087  -0.08
H: 23.691 41.556 51.895  -0.02
H: 23.765 41.395 50.301  0.11
O: 25.311 42.642 54.855  -0.12
H: 26.194 42.252 55.267  0.09
H: 24.812 41.868 54.589  -0.05
O: 26.473 38.684 54.857  -0.10
H: 25.634 38.983 54.269  0.06
H: 27.028 39.348 55.203  -0.01
O: 24.791 37.933 52.390  -0.13
H: 24.613 37.328 53.114  0.04
H: 24.536 38.923 52.738  0.06
O: 23.569 39.658 55.908  -0.12
H: 23.767 39.863 54.941  -0.03
H: 23.131 40.465 56.193  0.02
O: 26.105 43.511 51.286  0.07
H: 26.207 43.989 51.932  -0.12
H: 25.409 42.926 51.257  -0.06

***

Record 4
ORCA calculation (the ωB97M-V functional and the def2-TZVPD basis) on a structure of composition C4H9NO2.

The orbital gap comes out at 9.34 eV. As for the charge: 0. The LUMO energy is 0.02655 Eh. For the energy relative to the best compared isomer or geometry (same formula, charge and spin), the calculation gives 115.87 kcal/mol.

Last column: Löwdin charge in e.
Positions of all 16 atoms, in Å:
C: 0.829 -0.368 0.069  -0.42
C: -2.428 -0.296 -0.223  -0.11
C: 2.278 -0.182 0.446  -0.05
C: 0.003 0.815 0.082  -0.22
O: -1.359 -0.011 0.682  -0.23
O: 0.612 -1.192 -1.080  -0.04
N: 0.042 2.048 0.181  0.20
H: 1.231 -0.941 -1.781  0.09
H: -0.270 -0.802 0.782  0.20
H: -0.769 2.485 0.610  0.09
H: -3.034 -1.111 0.179  0.09
H: -2.054 -0.606 -1.203  0.08
H: -3.051 0.592 -0.360  0.08
H: 2.869 0.222 -0.387  0.08
H: 2.711 -1.150 0.706  0.08
H: 2.388 0.496 1.295  0.08

***

Record 5
ORCA calculation (the ωB97M-V functional and the def2-TZVPD basis) on a structure of composition C42H51BN9O4SY.

The orbital gap comes out at 7.47 eV. As for the charge: 0. The LUMO energy is 0.01682 Eh.

Last column: Löwdin charge in e.
Positions of all 109 atoms, in Å:
Y: 0.304 -0.471 -0.555  1.56
C: 1.708 2.450 -2.705  -0.03
C: 2.603 1.267 -2.545  -0.32
C: 3.809 1.048 -3.214  0.02
C: 4.298 -0.144 -2.717  -0.27
C: 5.553 -0.844 -3.110  -0.02
N: 3.416 -0.598 -1.804  0.03
N: 2.370 0.254 -1.706  0.02
B: 3.583 -1.829 -0.886  -0.50
N: 2.500 -2.885 -1.180  0.04
N: 1.193 -2.680 -0.915  -0.01
C: 0.542 -3.796 -1.238  -0.35
C: -0.935 -3.921 -1.147  -0.04
C: 1.448 -4.748 -1.705  0.02
C: 2.684 -4.130 -1.655  -0.26
C: 4.002 -4.699 -2.042  -0.02
N: 3.440 -1.412 0.590  0.03
N: 2.253 -1.065 1.133  0.05
C: 2.464 -0.847 2.429  -0.33
C: 1.410 -0.436 3.394  -0.03
C: 3.813 -1.053 2.731  0.01
C: 4.403 -1.412 1.534  -0.27
C: 5.835 -1.746 1.307  -0.02
H: 2.307 3.359 -2.749  0.09
H: 1.001 2.521 -1.881  0.05
H: 1.143 2.367 -3.634  0.08
H: 4.258 1.675 -3.960  0.11
H: 6.037 -0.285 -3.907  0.08
H: 5.337 -1.849 -3.468  0.07
H: 6.240 -0.922 -2.268  0.08
H: 4.649 -2.300 -1.064  0.11
H: -1.346 -3.201 -0.442  0.01
H: -1.213 -4.930 -0.850  0.09
H: -1.360 -3.711 -2.128  0.08
H: 1.230 -5.743 -2.037  0.11
H: 3.859 -5.720 -2.387  0.08
H: 4.684 -4.704 -1.193  0.08
H: 4.456 -4.117 -2.842  0.07
H: 0.420 -0.629 2.991  0.02
H: 1.485 0.630 3.597  0.08
H: 1.538 -0.965 4.338  0.08
H: 4.287 -0.952 3.685  0.11
H: 6.377 -1.625 2.242  0.08
H: 6.279 -1.093 0.559  0.08
H: 5.949 -2.775 0.969  0.08
O: -0.286 -1.339 -2.797  -0.04
N: -0.981 -0.335 -2.918  -0.60
O: -1.958 -0.322 -3.628  0.08
O: -0.623 0.701 -2.325  -0.14
C: -6.248 0.573 -2.698  0.00
N: -5.343 -0.329 -2.045  -0.06
N: -4.138 0.094 -1.537  0.07
C: -3.314 -0.995 -1.337  -0.39
O: -2.184 -0.925 -0.817  -0.12
C: -4.069 -2.121 -1.778  0.08
C: -5.282 -1.670 -2.214  -0.25
C: -6.455 -2.416 -2.736  -0.01
C: -4.014 1.400 -1.014  -0.22
C: -2.995 2.226 -1.459  0.01
C: -2.843 3.483 -0.901  -0.05
C: -3.717 3.918 0.080  -0.07
C: -4.756 3.100 0.495  -0.08
C: -4.915 1.839 -0.049  -0.03
H: -5.809 1.569 -2.721  0.10
H: -7.201 0.616 -2.165  0.10
H: -6.429 0.254 -3.726  0.10
H: -3.722 -3.132 -1.766  0.11
H: -6.282 -3.485 -2.657  0.09
H: -6.642 -2.167 -3.780  0.09
H: -7.343 -2.160 -2.157  0.09
H: -2.320 1.879 -2.221  0.10
H: -2.039 4.112 -1.247  0.11
H: -3.590 4.894 0.525  0.11
H: -5.437 3.437 1.262  0.11
H: -5.714 1.191 0.287  0.12
C: -0.133 -3.698 2.469  -0.36
S: -1.329 -2.386 2.080  0.76
C: -1.962 -2.033 3.757  -0.36
H: -0.659 -4.558 2.872  0.04
H: 0.601 -3.325 3.179  0.03
H: 0.359 -3.953 1.534  0.02
H: -1.172 -2.173 4.487  0.04
H: -2.792 -2.700 3.972  0.03
H: -2.299 -1.000 3.763  0.01
C: 2.575 6.012 2.111  -0.10
C: 3.459 4.955 1.965  -0.09
C: 2.996 3.725 1.541  -0.04
C: 1.642 3.508 1.270  -0.24
C: 0.767 4.586 1.415  -0.05
C: 1.231 5.820 1.834  -0.09
C: 1.281 2.186 0.735  -0.14
C: 0.201 1.372 0.864  -0.21
C: -0.838 1.664 1.872  -0.25
C: -2.109 1.089 1.752  -0.08
C: -3.087 1.282 2.709  -0.12
C: -2.829 2.057 3.830  -0.10
C: -1.566 2.603 3.991  -0.08
C: -0.586 2.393 3.042  -0.06
H: 2.936 6.975 2.440  0.10
H: 4.512 5.095 2.168  0.10
H: 3.689 2.903 1.419  0.11
H: -0.281 4.444 1.195  0.11
H: 0.542 6.647 1.938  0.10
H: 2.110 1.825 0.125  0.07
H: -2.323 0.458 0.900  0.07
H: -4.054 0.807 2.591  0.10
H: -3.599 2.216 4.571  0.10
H: -1.340 3.186 4.874  0.10
H: 0.399 2.796 3.210  0.10

***

Record 6
ORCA calculation (the ωB97M-V functional and the def2-TZVPD basis) on the molecule H3NO3Si.

The orbital gap comes out at 11.61 eV. As for the charge: 0. The SMILES is O=[N+]([O-])O[SiH3]. The LUMO energy is 0.00057 Eh. For the energy relative to the best compared isomer or geometry (same formula, charge and spin), the calculation gives 56.01 kcal/mol.

Last column: Löwdin charge in e.
Positions of all 8 atoms, in Å:
O: -3.840 -0.132 0.474  0.15
N: -2.824 0.095 -0.112  -0.44
O: -2.602 0.707 -1.110  0.09
O: -1.660 -0.409 0.478  -0.23
Si: -0.119 -0.044 0.150  0.61
H: 0.426 -1.546 0.048  -0.02
H: 0.406 0.764 -0.921  -0.07
H: 0.372 0.564 1.336  -0.08